No. 1
18
Properties=species:S:1:pos:R:3:lowdin_charge:R:1 method="wB97M-V/def2-TZVPD" de_lowest_kj_mol=631.6 homo_energy_ha=-0.3520 gap_ev=10.3
H -0.508 -2.290 1.307 -0.0205
N -1.450 -2.073 1.383 0.1197
C -1.713 -0.961 0.766 -0.1758
N -0.664 -0.116 0.187 -0.0537
C 0.808 -0.285 0.500 -0.2824
C 1.533 -1.283 -0.330 -0.1165
O -1.108 1.194 0.716 -0.0562
C -1.088 2.137 -0.245 -0.2760
N -0.452 2.332 -1.284 0.0536
O 0.550 1.308 -1.663 -0.0937
H -2.658 -0.335 0.820 0.1428
H 1.473 0.524 0.389 0.0848
H 0.992 -0.634 1.599 0.1437
H 1.006 -2.247 -0.166 0.0680
H 2.664 -1.215 0.054 0.1310
H 1.492 -0.835 -1.388 0.0883
H -1.844 3.033 -0.250 0.1674
H 0.968 1.747 -2.396 0.0756


No. 2
20
Properties=species:S:1:pos:R:3:lowdin_charge:R:1 method="wB97M-V/def2-TZVPD" spin_multiplicity=3 homo_energy_ha="-0.2034 / -0.3381" gap_ev="6.2 / 7.1"
C 0.819 -1.261 -0.766 -0.3338
C -1.743 -0.831 0.589 -0.5791
C -1.728 1.676 -0.586 -0.0414
C 2.401 1.022 1.046 -0.1082
N 0.545 -1.668 -1.868 0.1681
N -0.600 -0.149 0.339 0.0933
N 1.895 -0.997 -0.082 0.0175
O -2.705 -0.334 1.109 0.1194
O -1.659 -2.186 0.206 0.0426
O -0.635 1.229 0.271 -0.0951
O 1.819 -0.247 1.104 -0.1640
H -2.686 1.982 -0.049 0.1078
H -1.691 0.854 -1.328 0.1016
H -1.427 2.697 -1.010 0.1092
H 2.162 1.415 1.959 0.0592
H 1.979 1.683 0.278 0.0794
H 3.488 1.071 0.772 0.0986
H -2.604 -2.566 0.487 0.1866
H -0.297 -1.753 -2.256 -0.0138
H 2.668 -1.638 -0.214 0.1523


No. 3
22
Properties=species:S:1:pos:R:3:lowdin_charge:R:1 method="wB97M-V/def2-TZVPD" de_lowest_kj_mol=10.1 smiles="[H]/N=C(/N)N(S(C)(=O)=O)S(=O)(=O)C=C" homo_energy_ha=-0.3472 gap_ev=8.5
H 1.666 0.227 1.322 -0.0084
N 1.828 1.126 0.996 0.1514
C 0.959 1.359 0.104 -0.6109
N 0.975 2.595 -0.394 0.1788
N 0.207 0.328 -0.512 -0.1705
S 0.478 -1.259 -0.369 0.5334
C 2.089 -1.421 -1.240 -0.0779
O -0.560 -1.786 -1.185 -0.3139
O 0.658 -1.808 0.924 -0.2874
S -1.863 0.617 -0.526 0.7933
O -2.022 1.906 0.099 -0.2860
O -2.258 0.367 -1.889 -0.2662
C -2.251 -0.706 0.580 -0.2712
C -1.986 -0.645 1.870 0.0269
H 1.386 3.156 0.267 0.0819
H 0.236 2.865 -0.924 0.0600
H 2.169 -2.391 -1.686 0.0679
H 2.093 -0.610 -1.928 0.0565
H 2.879 -1.211 -0.607 0.0344
H -2.716 -1.537 0.049 0.1069
H -2.069 -1.474 2.581 0.0913
H -1.897 0.304 2.467 0.1094


No. 4
22
Properties=species:S:1:pos:R:3:lowdin_charge:R:1 method="wB97M-V/def2-TZVPD" de_lowest_kj_mol=0.0 smiles="[H]/N=C(/N)N(S(C)(=O)=O)S(=O)(=O)C=C" homo_energy_ha=-0.3461 gap_ev=8.5
H 2.903 0.266 0.739 0.0036
N 2.496 1.149 0.737 0.1409
C 1.273 1.251 0.385 -0.5980
N 0.874 2.497 0.011 0.1275
N 0.297 0.214 0.336 -0.1621
S 0.695 -1.298 -0.072 0.5792
C 1.679 -1.229 -1.571 -0.1025
O -0.606 -1.850 -0.420 -0.3722
O 1.494 -1.880 0.990 -0.2892
S -1.600 0.469 -0.511 0.8228
O -1.908 1.734 0.176 -0.3366
O -1.616 0.292 -1.929 -0.2697
C -2.633 -0.672 0.472 -0.2041
C -2.358 -0.634 1.744 0.0067
H 1.689 3.093 0.028 0.1048
H -0.144 2.721 0.064 0.0860
H 1.644 -2.245 -2.010 0.0900
H 1.178 -0.504 -2.223 0.0763
H 2.651 -0.936 -1.428 0.0283
H -3.415 -1.231 -0.095 0.1272
H -2.981 -1.173 2.439 0.0871
H -1.615 -0.032 2.138 0.0539


No. 5
17
Properties=species:S:1:pos:R:3:lowdin_charge:R:1 method="wB97M-V/def2-TZVPD" de_lowest_kj_mol=281.9 smiles="C/C=C/N(S)/C=N/N" homo_energy_ha=-0.2856 gap_ev=8.7
C 1.218 -3.442 0.464 -0.1042
C 0.856 -2.008 0.232 -0.1461
C -0.343 -1.403 0.196 -0.1815
N -0.466 0.022 0.129 -0.5005
S -1.704 0.782 1.057 0.7908
C 0.085 0.770 -0.887 -0.2943
N 0.449 2.002 -0.665 -0.0417
N 1.420 2.444 -1.592 -0.0412
H 2.008 -3.762 -0.218 0.0693
H 0.336 -4.093 0.323 0.0779
H 1.570 -3.613 1.487 0.0760
H 1.700 -1.355 0.116 0.0982
H -1.261 -1.963 0.316 0.0996
H -0.934 1.491 1.880 -0.1470
H 0.346 0.337 -1.833 0.1214
H 1.318 2.202 -2.561 0.0571
H 1.473 3.458 -1.551 0.0661


No. 6
17
Properties=species:S:1:pos:R:3:lowdin_charge:R:1 method="wB97M-V/def2-TZVPD" de_lowest_kj_mol=358.1 smiles="[H]/N=C(/N)SC[C@H]1CN1" homo_energy_ha=-0.3269 gap_ev=9.6
H 3.934 -0.489 -0.490 -0.0050
N 3.665 0.403 -0.148 0.0668
C 2.375 0.254 -0.109 -0.7304
N 1.339 1.152 0.111 0.0182
S 1.425 -1.286 -0.419 0.8600
C -0.008 -0.876 0.746 -0.3826
C -1.334 -0.669 -0.205 -0.3324
C -2.504 0.067 0.101 -0.2204
N -1.568 0.656 -0.734 0.0188
H 1.711 2.016 0.245 0.0684
H 0.386 0.858 -0.049 0.0206
H -0.087 -1.777 1.465 0.0978
H 0.342 0.042 1.231 0.0505
H -1.438 -1.712 -0.711 0.1577
H -2.801 0.779 0.910 0.1301
H -3.406 -0.166 -0.345 0.0846
H -2.032 0.746 -1.599 0.0973


No. 7
17
Properties=species:S:1:pos:R:3:lowdin_charge:R:1 method="wB97M-V/def2-TZVPD" de_lowest_kj_mol=118.8 homo_energy_ha=-0.3211 gap_ev=9.4
H -1.198 2.604 -0.381 0.0654
N -0.531 2.307 0.384 0.1184
C -0.283 1.058 0.207 -0.4825
C -0.821 0.159 -0.889 -0.1939
C -1.814 -0.898 -0.351 -0.0912
N 0.486 0.445 1.182 0.0088
N 1.249 -0.655 0.876 -0.1000
C 2.403 -0.648 0.173 -0.7005
S 3.066 0.670 -0.546 0.6109
H -1.311 0.803 -1.691 0.1307
H 0.015 -0.311 -1.380 0.0839
H -2.655 -0.463 0.158 0.0658
H -2.098 -1.438 -1.271 0.0751
H -1.295 -1.624 0.356 0.0793
H 1.005 1.131 1.703 0.1270
H 0.950 -1.505 1.351 0.1458
H 2.830 -1.634 0.119 0.0573